Entry 1:
{
  "formula": "C4H15NO3",
  "method": "ωB97M-V with the def2-TZVPD basis set",
  "homo_lumo_gap_ev": 10.0,
  "total_energy_ha": -441.8295,
  "de_lowest_kj_mol": 137.5,
  "e_homo_ev": -9.60,
  "spin_multiplicity": 1,
  "lumo_ev": 0.39,
  "smiles": "CC(C)NCO.O.O",
  "elements": ["O", "O", "O", "N", "C", "C", "C", "C", "H", "H", "H", "H", "H", "H", "H", "H", "H", "H", "H", "H", "H", "H", "H"],
  "coordinates": [[-2.851, 0.394, 1.497], [-2.807, 0.947, -2.066], [1.325, 2.025, 1.059], [-0.206, 0.315, 0.165], [0.628, -0.923, 0.124], [0.564, 1.532, -0.045], [0.739, -1.355, -1.351], [1.998, -0.951, 0.808], [2.089, -1.185, 1.856], [0.166, -1.827, 0.538], [1.090, 1.519, 1.830], [1.447, -0.713, -1.893], [-1.924, 0.586, -2.055], [1.319, 1.320, -0.812], [-0.720, 0.424, 1.030], [-3.070, -0.137, 2.284], [0.947, -2.425, -1.363], [-2.934, 1.193, -1.160], [-2.771, -0.271, 0.802], [2.594, -1.622, 0.182], [-0.185, 2.286, -0.291], [2.686, -0.088, 0.821], [-0.123, -1.047, -1.958]],
  "nbo_charge": [-0.946, -0.937, -0.735, -0.672, -0.067, 0.080, -0.621, -0.669, 0.214, 0.198, 0.463, 0.203, 0.470, 0.166, 0.380, 0.475, 0.214, 0.467, 0.477, 0.218, 0.172, 0.232, 0.215]
}

***

Entry 2:
{
  "formula": "C6H8HgMgO6",
  "method": "ωB97M-V with the def2-TZVPD basis set",
  "homo_lumo_gap_ev": [5.8, 4.0],
  "total_energy_ha": -1038.2704,
  "de_lowest_kj_mol": 9.1,
  "s2": 2.01,
  "e_homo_ev": [-5.77, -7.20],
  "spin_multiplicity": 3,
  "lumo_ev": [0.07, -3.25],
  "elements": ["Hg", "Mg", "O", "O", "O", "O", "O", "O", "C", "C", "C", "C", "C", "C", "H", "H", "H", "H", "H", "H", "H", "H"],
  "coordinates": [[-1.823, -2.331, 0.538], [0.983, -0.299, 1.834], [0.169, -0.945, 0.087], [-1.169, 1.502, 0.598], [-2.550, -0.197, 0.017], [-1.450, 0.978, -1.536], [2.780, 0.391, -1.046], [2.477, 0.767, 1.111], [-0.603, 2.136, -1.555], [2.876, 1.246, 0.015], [-0.715, 2.659, -0.123], [0.957, -1.306, -1.028], [2.440, -0.997, -0.913], [-1.626, 0.564, -0.280], [0.418, 1.818, -1.802], [2.957, -1.496, -1.743], [0.903, -2.385, -1.260], [-1.459, 3.455, -0.010], [-0.984, 2.832, -2.307], [0.553, -0.811, -1.927], [2.848, -1.404, 0.025], [0.249, 2.971, 0.292]],
  "nbo_charge": [0.823, 0.990, -1.067, -0.507, -0.727, -0.475, -0.578, -1.019, -0.111, 0.401, -0.107, -0.100, -0.141, 1.052, 0.222, 0.202, 0.161, 0.193, 0.211, 0.166, 0.179, 0.231]
}

***

Entry 3:
{
  "formula": "CH12NO5",
  "method": "ωB97M-V with the def2-TZVPD basis set",
  "homo_lumo_gap_ev": 8.7,
  "total_energy_ha": -476.2929,
  "de_lowest_kj_mol": 36.2,
  "e_homo_ev": -4.89,
  "spin_multiplicity": 1,
  "lumo_ev": 3.80,
  "total_charge": -1,
  "elements": ["O", "O", "O", "O", "O", "N", "C", "H", "H", "H", "H", "H", "H", "H", "H", "H", "H", "H", "H"],
  "coordinates": [[3.477, 0.896, -2.097], [-0.508, -1.206, 1.504], [1.401, 1.612, -0.137], [-2.771, -0.699, 0.679], [1.852, -0.414, 1.636], [-1.511, -0.196, -1.345], [-2.763, -0.130, -0.613], [1.517, 0.780, 0.389], [-1.367, -1.086, -1.780], [-3.454, -0.710, -1.230], [0.827, -0.712, 1.581], [-1.790, -0.993, 1.037], [1.995, -0.139, 2.537], [-3.008, 0.922, -0.422], [3.711, 1.497, -1.376], [-0.593, -1.734, 2.305], [2.631, 0.599, -1.683], [-0.733, 0.090, -0.781], [0.724, 2.091, 0.349]],
  "nbo_charge": [-0.957, -1.158, -1.014, -0.851, -1.054, -0.873, 0.105, 0.510, 0.348, 0.124, 0.508, 0.506, 0.450, 0.124, 0.467, 0.436, 0.489, 0.372, 0.468]
}

***

Entry 4:
{
  "formula": "C2H6N2O4",
  "method": "ωB97M-V with the def2-TZVPD basis set",
  "homo_lumo_gap_ev": 10.6,
  "total_energy_ha": -490.2075,
  "de_lowest_kj_mol": 346.0,
  "e_homo_ev": -10.05,
  "spin_multiplicity": 1,
  "lumo_ev": 0.58,
  "smiles": "COC(N)=O.O=NO",
  "elements": ["O", "O", "O", "O", "N", "N", "C", "C", "H", "H", "H", "H", "H", "H"],
  "coordinates": [[-1.247, -2.328, 0.604], [1.092, -1.642, -0.355], [0.036, 0.111, -1.164], [-2.163, -0.599, 1.517], [-1.169, -1.041, 1.018], [1.484, 0.352, 0.625], [-0.333, 1.475, -1.073], [0.863, -0.453, -0.272], [-1.057, 1.628, -1.873], [1.139, 1.273, 0.828], [-0.813, 1.694, -0.115], [0.526, 2.134, -1.238], [2.019, -0.105, 1.341], [-0.377, -2.498, 0.156]],
  "nbo_charge": [-0.529, -0.687, -0.501, -0.314, 0.315, -0.843, -0.274, 0.919, 0.216, 0.397, 0.187, 0.184, 0.414, 0.517]
}

***

Entry 5:
{
  "formula": "C5H8FO4Tl",
  "method": "ωB97M-V with the def2-TZVPD basis set",
  "homo_lumo_gap_ev": 2.4,
  "total_energy_ha": -768.5053,
  "de_lowest_kj_mol": 348.4,
  "e_homo_ev": -4.89,
  "spin_multiplicity": 1,
  "lumo_ev": -2.47,
  "elements": ["Tl", "F", "O", "O", "O", "O", "C", "C", "C", "C", "C", "H", "H", "H", "H", "H", "H", "H", "H"],
  "coordinates": [[4.007, 1.358, -5.167], [0.755, -1.765, -1.227], [1.649, 0.072, -2.320], [3.782, 0.560, -2.801], [3.152, 0.031, -0.729], [-1.617, -0.354, 0.622], [2.922, 0.225, -2.010], [1.908, -0.058, -0.020], [-3.520, 0.319, 1.981], [0.882, -0.402, -1.091], [-2.154, -0.369, 1.890], [-2.284, -1.411, 2.279], [2.001, -0.841, 0.738], [-3.436, 1.379, 1.694], [-1.485, 0.127, 2.638], [-4.237, -0.158, 1.294], [-3.930, 0.267, 3.004], [1.694, 0.917, 0.433], [-0.090, 0.106, -1.209]],
  "nbo_charge": [0.965, -0.321, -0.510, -0.778, -0.459, -1.016, 1.022, -0.142, -0.630, 0.453, -0.023, 0.085, 0.248, 0.181, 0.075, 0.188, 0.172, 0.226, 0.265]
}

***

Number 4 is which compound?
C2H6N2O4